# 1
The following is a DFT calculation (wB97M-V/def2-TZVPD) of a 2-piece molecular cluster, C4H13N2O overall in a non-equilibrium geometry.

CARTESIAN COORDINATES (ANGSTROEM)
C -0.624 -1.408 -0.396
C 0.399 -0.780 -1.338
C 1.414 0.020 -0.568
C 1.056 1.204 -0.024
N 2.364 -0.745 0.129
N -1.531 -0.349 0.138
H -0.092 -1.798 0.471
H -1.195 -2.160 -0.935
H 0.844 -1.515 -2.010
H -0.141 -0.170 -2.073
H 0.513 1.964 -0.569
H 1.536 1.500 0.905
H -1.051 2.380 2.050
H 2.672 -1.497 -0.485
H 3.201 -0.236 0.324
H -2.189 -0.761 0.789
H -1.993 0.044 -0.685
H -0.916 0.428 0.437
H -2.447 1.829 2.268
O -1.820 2.051 1.571

Properties
Net charge = +1
Molar mass = 105.16 g/mol
Kohn-Sham gap = 9.34 eV
Highest occupied orbital energy = -12.500 eV

=====

# 2
The following is a DFT calculation (wB97M-V/def2-TZVPD) of a 4-piece molecular cluster, C2H14N2O3 overall in a non-equilibrium geometry.

CARTESIAN COORDINATES (ANGSTROEM)
N -1.389 -0.538 -1.894
C -0.223 -0.009 -1.164
C 0.366 1.188 -1.846
N 1.599 1.668 -1.164
H -1.040 -1.301 -2.470
H -2.030 -0.927 -1.212
H -0.588 0.383 -0.207
H 0.584 -0.701 -0.930
H -0.289 2.061 -1.913
H 0.588 1.036 -2.914
H 2.068 2.322 -1.772
H 2.260 0.910 -1.175
O 0.079 2.828 1.227
H -0.582 2.919 0.511
H 0.807 2.370 0.776
O -0.991 -3.758 3.461
H -1.851 -3.373 3.684
H -0.842 -3.174 2.704
O 0.427 -1.558 1.774
H 1.177 -0.962 1.999
H -0.130 -1.386 2.524

Properties
Net charge = 0
Molar mass = 114.14 g/mol
SMILES string = NCCN.O.O.O
Kohn-Sham gap = 10.32 eV
Highest occupied orbital energy = -9.841 eV

=====

# 3
The following is a DFT calculation (wB97M-V/def2-TZVPD) of a 10-piece molecular cluster, C39H55N10O16 overall in a non-equilibrium geometry.

CARTESIAN COORDINATES (ANGSTROEM)
N 0.218 0.733 0.914
O 1.004 1.040 1.774
O -0.724 1.454 0.477
O 0.282 -0.546 0.461
C -0.621 -0.159 -3.362
C -1.492 -0.555 -4.573
C -1.185 -1.837 -5.193
C -0.144 -2.859 -4.508
C 0.841 -2.223 -3.548
C 0.359 -0.935 -2.817
N 0.058 -4.162 -5.121
O -1.019 -4.772 -5.631
O 1.116 -4.759 -5.060
H -0.772 0.822 -2.911
H -2.191 0.110 -5.133
H -1.862 -1.963 -6.163
H 1.695 -2.725 -3.461
H 0.857 -0.653 -2.002
C -3.434 -2.267 -2.099
C -4.831 -2.298 -2.743
C -5.701 -1.048 -2.373
C -5.168 0.050 -1.370
C -3.741 -0.138 -0.759
C -3.036 -1.377 -1.088
N -6.165 1.165 -1.148
O -7.185 1.188 -1.882
O -5.628 2.036 -0.316
H -2.730 -3.142 -2.335
H -5.112 -2.995 -3.776
H -6.635 -0.772 -2.972
H -3.372 0.505 0.042
H -2.078 -1.259 -0.874
C 3.802 3.523 4.695
C 5.213 3.664 4.646
C 6.069 3.210 3.393
C 5.322 2.846 2.232
C 3.668 2.567 2.356
C 3.096 2.933 3.661
N 5.953 2.795 0.886
O 7.099 3.224 0.826
O 5.423 2.165 -0.036
H 2.978 3.881 5.500
H 5.842 4.076 5.468
H 7.182 2.994 3.325
H 3.147 2.403 1.478
H 2.131 2.743 3.690
C -2.263 4.548 -0.331
C -3.168 4.498 -1.590
C -4.225 5.542 -2.004
C -4.252 6.790 -1.162
C -3.169 6.953 -0.029
C -2.305 5.769 0.325
N -5.225 7.917 -1.510
O -5.284 8.854 -0.671
O -5.780 7.852 -2.639
H -1.763 3.682 -0.130
H -3.163 3.575 -2.365
H -5.142 5.110 -2.776
H -3.221 7.709 0.574
H -1.686 5.919 1.146
C 1.999 -1.327 4.377
O 2.525 -0.842 5.340
N 1.877 -2.736 4.384
C 0.984 -3.383 3.531
C 2.655 -3.484 5.319
H 1.557 -0.821 3.679
H 0.954 -2.655 2.640
H 0.051 -3.642 4.007
H 1.540 -4.339 3.260
H 2.830 -3.040 6.279
H 3.405 -3.982 5.130
H 1.869 -4.383 5.884
C 4.434 -1.638 -1.807
O 4.889 -1.978 -2.916
N 4.228 -2.428 -0.812
C 3.848 -1.908 0.454
C 4.837 -3.827 -0.876
H 4.032 -0.504 -1.545
H 3.984 -2.544 1.226
H 2.768 -1.575 0.453
H 4.337 -1.105 0.598
H 5.207 -4.046 0.085
H 5.330 -4.181 -1.485
H 3.891 -4.355 -1.026
C -2.457 -1.616 2.611
O -2.752 -2.839 2.806
N -3.329 -0.659 2.786
C -3.072 0.848 2.775
C -4.749 -0.914 2.850
H -1.404 -1.250 2.713
H -3.625 1.349 3.534
H -3.269 1.261 1.891
H -1.885 0.924 3.179
H -5.266 -0.091 3.094
H -4.913 -1.521 3.557
H -5.342 -1.358 2.025
C 0.077 3.368 -2.652
O -0.522 4.156 -3.442
N 1.433 3.339 -2.612
C 2.186 2.293 -1.862
C 2.292 4.264 -3.394
H -0.461 2.713 -1.894
H 2.581 1.670 -2.703
H 1.389 1.812 -1.462
H 3.009 2.605 -1.289
H 2.021 4.325 -4.592
H 3.387 4.025 -3.286
H 2.022 5.337 -3.240
C 1.296 -6.114 0.650
O 2.420 -5.826 0.149
N 0.168 -5.395 0.266
C -1.053 -5.624 0.984
C 0.213 -4.219 -0.616
H 1.123 -7.114 1.086
H -1.083 -4.613 1.421
H -1.113 -6.469 1.545
H -1.866 -5.622 0.353
H 0.666 -3.377 -0.300
H -0.756 -3.902 -0.934
H 0.705 -4.453 -1.592

Properties
Net charge = -1
Molar mass = 919.92 g/mol
Kohn-Sham gap = 7.44 eV
Highest occupied orbital energy = -7.056 eV

=====

# 4
The following is a DFT calculation (wB97M-V/def2-TZVPD) of an isolated ion of composition C4H8NO and charge +1 in a non-equilibrium geometry.

CARTESIAN COORDINATES (ANGSTROEM)
C 0.524 -2.065 -1.029
C 0.016 -1.395 -0.029
C -0.737 1.058 -0.438
C -0.361 0.837 0.957
N 0.118 0.012 0.006
O 1.004 1.391 1.573
H 0.442 -3.169 -1.032
H 1.044 -1.695 -2.004
H -0.437 -1.744 0.922
H -1.797 0.841 -0.722
H -0.118 1.949 -0.962
H -0.827 0.676 1.863
H 1.487 1.008 0.786
H 1.229 2.361 1.737

Properties
Net charge = +1
Molar mass = 86.11 g/mol
Kohn-Sham gap = 10.18 eV
Highest occupied orbital energy = -13.917 eV

=====

# 5
The following is a DFT calculation (wB97M-V/def2-TZVPD) of an isolated ion of composition C12H23BrF3N2O4S and charge +1 in a non-equilibrium geometry.

CARTESIAN COORDINATES (ANGSTROEM)
C 3.690 1.713 2.152
C 2.181 2.179 2.428
Br 2.312 4.035 3.205
C 1.251 2.239 1.136
C 1.178 0.826 0.333
C 1.936 1.111 -1.076
N 1.888 -0.226 -1.813
C 0.413 -0.477 -2.071
C -0.389 -0.807 -0.694
C -1.938 -0.880 -1.118
C -2.931 -1.294 0.058
C -3.232 -0.147 1.128
S -4.247 1.266 0.507
O -3.625 2.526 1.084
O -5.662 1.196 1.011
O -4.349 1.322 -1.172
C 0.157 -2.136 0.015
O 0.009 -3.331 -0.786
C 1.243 -3.877 -1.150
F 1.918 -3.122 -2.151
F 2.080 -4.177 -0.064
F 0.964 -5.118 -1.763
N -0.237 0.410 0.163
H 3.962 0.884 2.892
H 3.779 1.257 1.110
H 4.466 2.530 2.265
H 1.742 1.536 3.252
H 0.195 2.508 1.506
H 1.537 3.090 0.420
H 1.774 0.084 0.981
H 3.001 1.475 -0.919
H 1.356 1.922 -1.621
H 2.291 -0.907 -1.142
H 2.425 -0.218 -2.692
H -0.027 0.444 -2.600
H 0.252 -1.340 -2.812
H -2.210 0.076 -1.666
H -2.003 -1.721 -1.903
H -3.939 -1.543 -0.440
H -2.632 -2.240 0.618
H -2.319 0.291 1.639
H -3.853 -0.638 1.963
H -4.347 2.298 -1.357
H -0.488 -2.285 0.952
H 1.211 -1.939 0.392
H -0.780 1.204 -0.199

Properties
Net charge = +1
Molar mass = 428.29 g/mol
SMILES string = C[C@@H](Br)C[C@@H]1C[NH2+]C[C@@](CCCS(=O)(=O)O)(COC(F)(F)F)N1
Kohn-Sham gap = 9.40 eV
Highest occupied orbital energy = -12.725 eV

=====

# 6
The following is a DFT calculation (wB97M-V/def2-TZVPD) of C4H9NO as an isolated structure.

CARTESIAN COORDINATES (ANGSTROEM)
C -1.831 0.433 0.471
C -0.963 -0.254 -0.580
C 0.296 -0.899 -0.001
N 1.188 0.062 0.644
C 2.208 0.647 0.016
O 2.428 0.335 -1.245
H -2.734 0.857 0.021
H -2.148 -0.273 1.249
H -1.292 1.254 0.957
H -0.658 0.467 -1.347
H -1.542 -1.035 -1.089
H 0.871 -1.383 -0.796
H 0.033 -1.662 0.741
H 1.023 0.324 1.602
H 3.120 1.128 -0.646

Properties
Net charge = 0
Molar mass = 87.12 g/mol
Kohn-Sham gap = 9.63 eV
Highest occupied orbital energy = -8.666 eV

=====

# 7
The following is a DFT calculation (wB97M-V/def2-TZVPD) of C20H23N5 in the gas phase in a non-equilibrium geometry.

CARTESIAN COORDINATES (ANGSTROEM)
C 4.130 1.637 -1.736
C 3.777 1.033 -0.575
C 3.094 -0.323 -0.585
N 2.468 -0.443 0.705
C 1.141 -0.641 0.682
N 0.396 0.436 0.750
C -0.949 0.242 0.716
N -1.737 1.420 0.513
C -1.086 2.699 0.560
C -1.870 3.753 -0.124
C -3.293 3.721 0.052
C -3.972 4.751 -0.601
C -3.291 5.678 -1.427
C -1.938 5.654 -1.610
C -1.230 4.765 -0.863
C -1.512 -1.020 0.649
C -2.868 -1.214 0.236
N -3.968 -1.439 -0.115
C -0.731 -2.218 0.514
C 0.696 -1.999 0.739
C 1.693 -3.119 0.867
N 1.046 -4.390 0.364
C 1.933 -5.521 0.422
C -0.297 -4.686 0.980
C -1.322 -3.625 0.532
H 3.901 1.228 -2.735
H 4.678 2.580 -1.676
H 4.038 1.549 0.319
H 3.858 -1.111 -0.715
H 2.433 -0.610 -1.455
H 2.556 0.456 1.241
H -2.431 1.315 -0.220
H -0.219 2.688 -0.045
H -0.908 2.993 1.650
H -3.724 2.956 0.750
H -5.063 4.886 -0.484
H -3.995 6.452 -1.758
H -1.654 6.383 -2.338
H -0.118 4.588 -0.979
H 2.559 -3.019 0.261
H 2.070 -3.236 1.949
H 2.777 -5.290 -0.333
H 2.395 -5.684 1.397
H 1.427 -6.335 0.173
H -0.246 -4.793 2.042
H -0.659 -5.675 0.647
H -2.274 -3.740 1.105
H -1.712 -3.728 -0.438

Properties
Net charge = 0
Molar mass = 333.44 g/mol
SMILES string = C=CCNc1nc(NCc2ccccc2)c(C#N)c2c1CN(C)CC2
Kohn-Sham gap = 8.77 eV
Highest occupied orbital energy = -8.261 eV

=====

# 8
The following is a DFT calculation (wB97M-V/def2-TZVPD) of C3H8BrCuO3S as an isolated structure in a non-equilibrium geometry.

CARTESIAN COORDINATES (ANGSTROEM)
Cu -12.400 25.109 25.638
Br -11.059 24.826 27.903
O -13.261 28.896 27.517
S -12.391 28.540 26.458
O -12.541 27.251 25.814
O -12.533 29.530 25.263
C -12.738 30.943 25.559
C -13.729 31.517 24.584
C -10.697 28.727 26.939
H -11.773 31.450 25.511
H -13.120 31.074 26.570
H -13.796 32.597 24.723
H -14.743 31.145 24.738
H -13.479 31.328 23.540
H -10.194 29.292 26.157
H -10.232 27.743 26.943
H -10.603 29.218 27.901

Properties
Net charge = +1
Molar mass = 267.61 g/mol
Kohn-Sham gap (alpha / beta) = 9.90 / 6.60 eV
Highest occupied orbital energy (alpha / beta) = -15.027 / -15.000 eV
Spin multiplicity = 2

=====

# 9
The following is a DFT calculation (wB97M-V/def2-TZVPD) of C6H10O in the gas phase in a non-equilibrium geometry.

CARTESIAN COORDINATES (ANGSTROEM)
C -1.726 -0.795 0.179
C -0.133 -0.943 0.202
C 0.323 -0.674 -1.246
C 0.811 0.688 -0.790
O -0.214 1.506 -0.112
C 0.562 1.444 1.116
C 1.182 0.192 0.588
H -2.275 -0.630 1.115
H -2.111 -1.760 -0.210
H -2.112 -0.057 -0.540
H 0.050 -1.924 0.641
H 1.149 -1.355 -1.501
H -0.413 -0.676 -2.054
H 1.414 1.341 -1.429
H 0.046 1.318 2.076
H 1.193 2.346 1.152
H 2.253 -0.023 0.813

Properties
Net charge = 0
Molar mass = 98.14 g/mol
SMILES string = C[C@H]1C[C@H]2OC[C@@H]12
Kohn-Sham gap = 10.63 eV
Highest occupied orbital energy = -9.502 eV

=====

# 10
The following is a DFT calculation (wB97M-V/def2-TZVPD) of C11H21BClF3INNbO6S as an isolated structure in a non-equilibrium geometry.

CARTESIAN COORDINATES (ANGSTROEM)
N 3.575 -3.239 0.729
B 3.686 -2.024 1.454
O 3.588 -2.109 2.843
Nb 3.905 0.200 0.659
C 2.547 1.339 2.043
C 1.042 1.449 1.709
C 0.265 0.263 2.307
C -0.971 -0.270 1.580
S -2.072 0.895 0.839
O -3.353 0.267 0.667
O -1.948 2.158 1.503
Cl -1.330 1.118 -1.028
C 4.715 1.943 -0.634
C 5.706 1.676 -1.674
O 5.629 1.608 -2.848
I 7.748 1.383 -0.813
C 2.302 -0.627 -0.860
F 2.820 -1.492 -1.763
F 1.769 0.376 -1.618
F 1.191 -1.295 -0.389
H 4.102 -4.017 1.106
H 3.772 -3.141 -0.258
H 4.277 -1.579 3.261
H 5.194 -0.696 -0.290
H 5.183 0.230 1.974
H 2.639 0.842 3.025
H 2.964 2.347 2.198
H 0.842 1.544 0.636
H 0.658 2.370 2.162
H -0.062 0.535 3.318
H 0.950 -0.585 2.417
H -0.722 -1.019 0.825
H -1.669 -0.739 2.288
H 5.129 2.611 0.129
H 3.825 2.386 -1.104
O -8.741 -1.635 -2.748
C -7.720 -1.106 -2.410
O -7.042 -1.490 -1.308
C -5.910 -0.624 -1.078
C -5.604 -0.003 -2.438
C -6.993 0.055 -3.069
H -6.194 0.124 -0.337
H -5.095 -1.215 -0.675
H -5.101 0.956 -2.355
H -4.964 -0.673 -3.013
H -7.529 0.971 -2.812
H -7.005 -0.065 -4.149

Properties
Net charge = -1
Molar mass = 618.43 g/mol
Kohn-Sham gap = 7.27 eV
Highest occupied orbital energy = -5.366 eV

=====

# 11
The following is a DFT calculation (wB97M-V/def2-TZVPD) of a 3-piece molecular cluster, C4H15NO2 overall in a non-equilibrium geometry.

CARTESIAN COORDINATES (ANGSTROEM)
C -1.195 1.791 1.170
C -0.647 0.311 1.430
N -0.043 -0.360 0.334
C 0.364 -1.687 0.794
C 1.230 -2.465 -0.371
H -1.796 1.866 0.255
H -1.748 2.223 2.084
H -0.351 2.377 1.081
H -1.578 -0.198 1.777
H 0.026 0.248 2.346
H -0.777 -0.236 -0.471
H -0.582 -2.271 1.082
H 0.964 -1.577 1.776
H 2.192 -1.987 -0.432
H 0.802 -2.360 -1.351
H 1.261 -3.509 -0.094
O -0.714 0.853 -2.809
H -1.288 1.500 -3.252
H 0.046 1.203 -2.330
O 1.434 1.355 -1.249
H 1.001 0.625 -0.749
H 1.399 2.300 -1.024

Properties
Net charge = 0
Molar mass = 109.17 g/mol
SMILES string = CCNCC.O.O
Kohn-Sham gap = 10.12 eV
Highest occupied orbital energy = -9.246 eV

=====

# 12
The following is a DFT calculation (wB97M-V/def2-TZVPD) of C4H6 as an isolated structure in a non-equilibrium geometry.

CARTESIAN COORDINATES (ANGSTROEM)
C -1.121 -0.779 -0.454
C -0.604 0.125 0.630
C 0.369 0.986 0.896
C 1.301 0.417 0.057
H -0.488 -0.723 -1.347
H -1.330 -1.793 -0.098
H -2.121 -0.533 -0.755
H 0.434 1.870 1.554
H 1.840 0.999 -0.684
H 1.721 -0.570 0.201

Properties
Net charge = 0
Molar mass = 54.09 g/mol
Kohn-Sham gap = 7.40 eV
Highest occupied orbital energy = -7.299 eV